This record from the OMol25 dataset describes a 8-piece molecular cluster, C38H56ClN6O23P2 overall in a non-equilibrium geometry. The level of theory is ωB97M-V with the def2-TZVPD basis set.

Calculated values
Calculated total energy, eV: -127440.634
Charge: +1
Lowest unoccupied orbital energy, eV: -2.38
ΔE to the lowest compared entry with this formula, charge and spin, eV: 0.000

```
126
Properties=species:S:1:pos:R:3:lowdin_charge:R:1
C 2.32639 -2.31742 0.67156 -0.069
C 0.84973 -2.05528 0.90775 -0.210
C 0.19365 -1.32850 -0.28113 -0.107
C -0.17997 0.15139 0.07591 -0.464
O -1.15036 0.04388 1.06184 -0.013
N 1.08082 0.76352 0.48754 -0.113
P 1.31864 1.77872 1.88558 0.944
C 1.84607 0.67583 3.23601 -0.256
C -0.18678 2.68455 2.35356 -0.273
C 1.62276 1.19087 -0.70786 -0.319
N 2.89994 1.09702 -0.89274 0.249
C 3.51999 1.44515 -2.14805 -0.290
C 3.54370 0.49775 -3.15278 0.013
C 4.15040 0.76804 -4.37200 -0.022
C 4.69219 2.03963 -4.52710 -0.029
C 4.58632 2.92993 -3.46387 -0.113
N 4.03319 2.66633 -2.28012 0.132
N 0.66304 1.58985 -1.56751 0.020
C 0.77009 2.86028 -2.26617 -0.635
Cl 0.06376 2.76492 -3.90234 0.682
C 0.23892 4.06386 -1.47323 -0.247
C 1.33905 5.06601 -1.17020 -0.083
C -0.57912 0.85393 -1.32788 -0.399
N -0.73951 -0.07223 -2.45344 0.162
C -1.85812 -0.52664 -2.63604 -0.362
O -2.92408 -0.90303 -2.76355 0.225
P -2.17958 1.81168 -1.01234 0.817
N -2.83132 2.48972 -2.26041 -0.263
H 2.71040 -2.97404 1.44643 0.089
H 2.92496 -1.41301 0.64779 0.042
H 2.45042 -2.83626 -0.27139 0.048
H 0.35814 -3.02152 0.96799 0.096
H 0.65858 -1.51708 1.83143 0.090
H -0.69833 -1.88189 -0.57861 0.119
H 0.87840 -1.37838 -1.12736 0.108
H -1.73069 -0.70118 0.86741 0.093
H 2.59316 0.01986 2.79990 0.016
H 1.03687 0.05394 3.61450 0.038
H 2.34056 1.24130 4.01549 0.046
H -0.13154 2.81501 3.43333 0.050
H -1.13753 2.19651 2.15056 0.017
H -0.21284 3.68094 1.92781 0.025
H 3.48830 0.75856 -0.12044 0.120
H 3.08878 -0.46762 -2.97738 0.118
H 4.17588 0.03868 -5.16314 0.116
H 5.17567 2.32107 -5.44606 0.112
H 4.98282 3.92804 -3.60045 0.111
H 1.81079 3.07082 -2.45998 0.062
H -0.59942 4.50845 -1.99788 0.097
H -0.15832 3.66726 -0.53749 0.058
H 0.95647 5.94701 -0.67347 0.085
H 1.76904 5.37889 -2.11100 0.058
H 2.10754 4.60094 -0.55511 0.078
H -1.91344 2.73185 0.01219 0.018
H -3.03461 0.80951 -0.52276 0.031
H -2.92539 3.48700 -2.10819 -0.021
C -3.20669 -2.31622 4.20176 -0.079
C -3.84512 -2.03272 2.86036 -0.101
O -2.90662 -2.60125 1.93751 0.028
C -2.20654 -3.56339 2.59502 -0.567
O -1.49084 -4.33974 2.05304 0.166
O -2.45311 -3.51458 3.92081 0.039
H -3.92630 -2.49389 4.99503 0.141
H -2.51895 -1.52969 4.51520 0.137
H -4.80406 -2.53867 2.73636 0.134
H -3.97676 -0.97040 2.66944 0.135
C 0.49085 -5.92973 5.88109 -0.107
C -0.01236 -4.61215 5.33245 -0.122
O 0.38945 -3.68581 6.34912 0.055
C 1.43441 -4.22771 7.02767 -0.571
O 2.09900 -3.64267 7.81580 0.169
O 1.61239 -5.52320 6.67357 0.064
H 0.79985 -6.62600 5.10618 0.134
H -0.23855 -6.41882 6.52917 0.134
H 0.47498 -4.33894 4.39367 0.132
H -1.07983 -4.59109 5.19679 0.106
C -5.53923 -5.34516 -1.03691 -0.102
C -4.96421 -3.96066 -1.25003 -0.112
O -5.94029 -3.12003 -0.61935 0.052
C -6.59426 -3.86655 0.30107 -0.573
O -7.32899 -3.42172 1.12396 0.154
O -6.28187 -5.17266 0.17716 0.073
H -4.77848 -6.11071 -0.91259 0.136
H -6.22015 -5.64611 -1.83407 0.136
H -4.00868 -3.82069 -0.73992 0.125
H -4.84907 -3.69903 -2.29848 0.132
C 4.54969 7.85568 -1.39351 -0.114
C 4.62447 8.88960 -2.49572 -0.112
O 3.55456 8.49146 -3.35470 0.071
C 2.66100 7.78744 -2.62577 -0.566
O 1.58867 7.46089 -3.01502 0.162
O 3.16109 7.50082 -1.38922 0.038
H 4.84548 8.24715 -0.42380 0.133
H 5.13871 6.96274 -1.61409 0.128
H 4.43016 9.90070 -2.13543 0.137
H 5.57016 8.87877 -3.03057 0.134
C 7.59614 1.93279 1.37362 -0.088
C 6.68811 2.87497 0.61028 -0.094
O 5.55740 2.03453 0.33170 0.040
C 5.53617 1.05183 1.24863 -0.556
O 4.62068 0.28814 1.38698 0.118
O 6.65338 1.03205 1.97836 0.096
H 8.19255 2.42988 2.13252 0.139
H 8.25482 1.36037 0.72005 0.139
H 6.35421 3.72009 1.21293 0.138
H 7.12805 3.24593 -0.31091 0.135
C 0.73773 -3.96904 -3.66273 -0.120
C 1.89046 -4.44094 -4.52464 -0.111
O 2.98104 -4.44448 -3.59727 0.063
C 2.47450 -4.56765 -2.34623 -0.571
O 3.11696 -4.76772 -1.37033 0.168
O 1.12286 -4.42317 -2.36181 0.049
H -0.21730 -4.39990 -3.95173 0.133
H 0.64776 -2.87930 -3.64376 0.120
H 1.74498 -5.45407 -4.90140 0.137
H 2.09940 -3.77815 -5.36014 0.132
C -8.99166 -0.91671 0.25662 -0.131
C -10.19860 -1.54507 -0.40400 -0.118
O -11.27555 -0.76738 0.12503 0.062
C -10.78203 0.43866 0.50463 -0.570
O -11.44311 1.36747 0.82757 0.171
O -9.42546 0.43278 0.46466 0.056
H -8.10117 -0.94143 -0.36636 0.125
H -8.76261 -1.36847 1.22001 0.117
H -10.18686 -1.43590 -1.49054 0.132
H -10.32157 -2.59557 -0.15348 0.132
```

This record from the OMol25 dataset describes C38H56GeMoN4Si3 as an isolated structure in a non-equilibrium geometry. The level of theory is ωB97M-V with the def2-TZVPD basis set.

Calculated values
Calculated total energy, eV: -128267.193
Charge: +2
Lowest unoccupied orbital energy (alpha / beta), eV: -6.73 / -6.72

```
103
Properties=species:S:1:pos:R:3:lowdin_charge:R:1
Mo 0.56967 -0.77724 -0.37437 1.359
C 4.41955 0.21353 -1.11975 -0.182
Si 2.99221 1.20078 -1.96916 0.489
C 3.64664 1.59278 -3.70555 -0.149
C 2.76329 2.70848 -0.82017 -0.163
C 1.30587 0.23065 -2.07977 -0.574
Si -0.16561 1.30364 -2.82424 0.494
C 0.12592 2.00231 -4.56914 -0.154
C -0.48000 2.71668 -1.59052 -0.160
C -1.69537 0.14779 -2.85553 -0.165
Si 1.51251 -1.47294 -2.96524 0.521
C 1.36899 -1.43554 -4.85797 -0.139
C 3.00288 -2.55464 -2.42616 -0.159
C 0.03972 -2.61395 -2.36033 -0.289
C -0.39247 -3.74209 -3.03717 -0.024
C -1.40020 -4.52920 -2.49949 0.007
C -2.01046 -4.12640 -1.31639 0.001
C -1.56199 -2.97098 -0.70673 -0.102
N -0.52675 -2.26700 -1.18940 -0.163
H 4.86644 0.81342 -0.33334 0.017
H 5.21199 0.03278 -1.84074 0.041
H 4.16249 -0.75384 -0.69842 -0.004
H 4.48511 2.27831 -3.63638 0.047
H 2.91090 2.05249 -4.35199 0.013
H 4.00655 0.69911 -4.20759 0.035
H 3.73218 3.09494 -0.51439 0.041
H 2.19588 2.47347 0.08153 0.014
H 2.24905 3.51735 -1.32397 0.024
H 0.81568 2.84029 -4.55716 0.028
H -0.81233 2.37548 -4.97046 0.044
H 0.50333 1.26646 -5.26962 0.017
H 0.08135 3.60283 -1.86057 0.034
H -0.21757 2.44263 -0.57156 -0.009
H -1.53055 2.98452 -1.59978 0.021
H -1.59091 -0.72074 -3.50330 0.029
H -2.56012 0.69991 -3.20898 0.043
H -1.93480 -0.19467 -1.84755 -0.016
H 1.97446 -0.63994 -5.27660 0.031
H 0.34375 -1.27999 -5.18004 0.041
H 1.71753 -2.36373 -5.29976 0.045
H 3.94519 -2.08710 -2.68829 0.030
H 2.97995 -3.51148 -2.94250 0.044
H 3.02717 -2.77467 -1.35590 0.018
H 0.08218 -4.00242 -3.96915 0.120
H -1.70538 -5.43352 -2.99843 0.129
H -2.81230 -4.70569 -0.88638 0.127
H -2.02512 -2.57498 0.19205 0.117
C 0.85631 -3.25747 1.63052 -0.061
N 1.86551 -2.66893 2.47845 -0.143
C 1.65080 -2.95553 3.88879 -0.024
C 2.50086 -1.53383 2.07749 -0.376
N 2.05681 -0.87387 1.01560 -0.013
N 3.59122 -1.14074 2.76631 -0.134
C 4.49171 -2.07931 3.41235 -0.024
C 4.16080 0.18620 2.62934 -0.021
H 0.58204 -4.22153 2.05682 0.113
H 1.25758 -3.43815 0.62291 0.086
H -0.05026 -2.62580 1.59285 0.070
H 0.59772 -2.80214 4.12956 0.100
H 2.24446 -2.30211 4.51607 0.091
H 1.90464 -3.99249 4.10495 0.108
H 2.66387 -0.08942 0.75377 0.044
H 4.13492 -3.09766 3.31259 0.093
H 4.61799 -1.84113 4.46872 0.107
H 5.47093 -2.00406 2.93520 0.108
H 3.38577 0.93489 2.46048 0.093
H 4.90608 0.22531 1.82800 0.091
H 4.66526 0.42524 3.56699 0.109
C -0.77164 0.08006 0.58169 -0.243
Ge -2.26929 1.07761 1.28245 0.942
C -3.61906 1.24565 -0.15952 -0.299
C -3.98800 2.45644 -0.72381 -0.113
C -4.95336 2.49975 -1.71646 -0.062
C -5.55197 1.33157 -2.15787 -0.064
C -5.20326 0.11854 -1.58452 -0.072
C -4.24179 0.08070 -0.59207 -0.154
C -1.38582 2.70470 1.98753 -0.286
C -0.05008 2.61482 2.35849 -0.147
C 0.58989 3.69183 2.94488 -0.081
C -0.10182 4.87387 3.15163 -0.065
C -1.43221 4.97209 2.78140 -0.060
C -2.07384 3.88868 2.20436 -0.094
C -3.14802 0.10873 2.78249 -0.279
C -4.53383 0.03821 2.83058 -0.105
C -5.16988 -0.49438 3.93812 -0.065
C -4.42503 -0.96061 5.00714 -0.067
C -3.04044 -0.90019 4.96296 -0.081
C -2.40666 -0.36810 3.85415 -0.127
H -3.52996 3.37244 -0.37533 0.094
H -5.24152 3.45133 -2.13779 0.114
H -6.29757 1.36655 -2.93755 0.113
H -5.68649 -0.79191 -1.90809 0.111
H -3.97873 -0.86785 -0.13463 0.095
H 0.48325 1.67877 2.18797 0.066
H 1.62379 3.61518 3.25019 0.102
H 0.39745 5.71556 3.60660 0.112
H -1.97179 5.89156 2.94937 0.114
H -3.11803 3.96382 1.93254 0.102
H -5.12685 0.40123 2.00235 0.096
H -6.24887 -0.53337 3.96925 0.113
H -4.91932 -1.36622 5.87650 0.112
H -2.45588 -1.25329 5.79968 0.105
H -1.32487 -0.30914 3.82394 0.088
```

Which of these has the lowest calculated total energy? C38H56GeMoN4Si3